Entry from the Open Molecules 2025 dataset: C46H55O2PdSbSe as an isolated structure (wB97M-V/def2-TZVPD).

```
106
C46H55O2PdSbSe, DFT wB97M-V/def2-TZVPD
Pd 0.2307 -0.7354 1.7296
C 4.1832 5.6349 -0.4678
C 3.3023 4.7610 -1.3691
C 4.2112 4.0256 -2.3539
C 2.3513 5.6583 -2.1710
C 2.4916 3.7940 -0.5105
C 2.5899 2.4238 -0.6236
C 1.8241 1.6000 0.1911
Se 1.8765 -0.2898 -0.1107
C 0.4943 -0.4186 -1.4394
C 0.8955 -0.3455 -2.7638
C -0.0452 -0.3249 -3.7737
C -1.3835 -0.3868 -3.3811
C -1.8336 -0.4665 -2.0740
C -0.8557 -0.4747 -1.0419
O -1.1944 -0.5411 0.2236
C -3.3546 -0.5268 -1.8707
C -3.9861 0.7387 -2.4683
C -3.8167 -0.6192 -0.4171
C -3.9083 -1.7667 -2.5900
C 0.3120 -0.2319 -5.2516
C 1.8245 -0.1444 -5.4687
C -0.3312 1.0223 -5.8559
C -0.2098 -1.4737 -5.9844
C 0.9420 2.0966 1.1585
O 0.2677 1.3087 1.9563
C 0.8068 3.5179 1.2637
C 1.5875 4.2980 0.4369
C -0.1835 4.1262 2.2489
C 0.1894 3.7391 3.6855
C -1.6010 3.6405 1.9190
C -0.1952 5.6564 2.1794
H 4.7625 6.3390 -1.0674
H 4.8769 5.0198 0.1058
H 3.5855 6.2102 0.2382
H 4.7720 4.7486 -2.9472
H 3.6373 3.4060 -3.0437
H 4.9319 3.3896 -1.8397
H 2.9194 6.3435 -2.8018
H 1.7160 6.2553 -1.5183
H 1.7040 5.0586 -2.8109
H 3.2487 1.9701 -1.3505
H 1.9530 -0.2950 -2.9834
H -2.1300 -0.3744 -4.1631
H -3.6050 1.6274 -1.9650
H -5.0683 0.7109 -2.3382
H -3.7806 0.8422 -3.5318
H -3.4600 0.2167 0.1795
H -3.4765 -1.5439 0.0472
H -4.9084 -0.6174 -0.4026
H -3.7132 -1.7462 -3.6606
H -4.9884 -1.8301 -2.4482
H -3.4576 -2.6741 -2.1856
H 2.2498 0.7370 -4.9878
H 2.0382 -0.0750 -6.5357
H 2.3379 -1.0261 -5.0849
H 0.0166 1.9178 -5.3412
H -1.4171 0.9941 -5.7796
H -0.0729 1.1100 -6.9122
H 0.2442 -2.3781 -5.5793
H 0.0282 -1.4158 -7.0474
H -1.2904 -1.5714 -5.8883
H 1.4968 5.3714 0.5150
H 0.1849 2.6614 3.8197
H -0.5254 4.1826 4.3809
H 1.1817 4.1180 3.9380
H -1.6736 2.5585 1.9841
H -1.8828 3.9458 0.9100
H -2.3123 4.0865 2.6157
H 0.7742 6.0832 2.4401
H -0.9263 6.0396 2.8915
H -0.4773 6.0182 1.1903
C -0.4560 -8.3299 2.6530
C -1.4760 -7.8545 1.8440
C -1.4856 -6.5272 1.4510
C -0.4926 -5.6523 1.8692
C 0.5270 -6.1387 2.6768
C 0.5474 -7.4697 3.0664
Sb -0.6457 -3.6096 1.2098
C -1.8763 -2.9674 2.8524
C -1.9308 -3.6893 4.0433
C -2.6122 -3.1876 5.1401
C -3.2451 -1.9544 5.0659
C -3.2034 -1.2319 3.8858
C -2.5279 -1.7381 2.7837
C 1.1664 -2.9584 2.2355
C 2.3924 -3.2443 1.6223
C 3.5801 -2.7939 2.1687
C 3.5705 -1.9999 3.3126
C 2.3738 -1.7084 3.9393
C 1.1727 -2.2082 3.4230
H -0.4417 -9.3671 2.9565
H -2.2624 -8.5196 1.5151
H -2.2896 -6.1800 0.8124
H 1.3148 -5.4772 3.0204
H 1.3482 -7.8319 3.6970
H -1.4364 -4.6492 4.1248
H -2.6464 -3.7595 6.0574
H -3.7727 -1.5635 5.9249
H -3.6984 -0.2726 3.8139
H -2.5165 -1.1681 1.8564
H 2.4170 -3.8168 0.7004
H 4.5189 -3.0361 1.6880
H 4.4994 -1.6167 3.7129
H 2.3572 -1.1037 4.8375
H 0.2542 -2.0848 3.9931
```

The calculation puts the total energy at -128052.2842 eV. Its expectation value of S² is 2.01. As for the multiplicity: 3. For the frontier orbital gap (spin up / spin down), the calculation gives 7.723 / 5.900 eV. Its charge is 0.

Atomic partial charges in e from the Mulliken method, atoms 1 to 99: 0.90 -1.68 1.94 -2.12 -1.60 -0.65 -0.34 0.05 -0.06 0.34 -0.57 -0.41 -0.61 -0.20 0.43 0.26 2.47 -1.80 -1.93 -1.78 2.05 -1.98 -1.62 -1.66 1.05 -1.44 -0.52 0.05 2.39 -1.58 -1.54 -2.36 0.47 0.35 0.31 0.44 0.33 0.39 0.47 0.32 0.32 0.40 0.52 0.33 0.36 0.48 0.32 0.17 0.27 0.66 0.31 0.49 0.30 0.26 0.44 0.36 0.33 0.32 0.47 0.34 0.47 0.30 0.45 0.13 0.47 0.34 0.16 0.32 0.48 0.41 0.46 0.40 -0.44 -0.62 -0.57 0.08 0.13 -0.71 0.92 0.14 -0.22 -0.73 -0.54 -1.25 0.37 0.32 -1.11 -0.57 -0.67 -0.74 -0.02 0.37 0.39 0.34 0.33 0.40 0.37 0.43 0.39

Entry from the Open Molecules 2025 dataset: C46H56AsN2O10P2RbS3 as an isolated structure (wB97M-V/def2-TZVPD).

```
121
C46H56AsN2O10P2RbS3, DFT wB97M-V/def2-TZVPD
Rb -0.4074 1.1004 0.9123
C -1.9354 4.4677 -1.3483
C -2.7222 4.2321 -0.0379
N -3.1005 2.8660 0.1826
C -4.2806 2.3344 -0.4313
C -4.2353 2.1707 -1.9549
S -2.8834 1.1711 -2.6674
C -1.9798 2.4199 -3.6209
C -0.7301 2.9749 -2.9284
N -0.9864 3.4187 -1.5900
H -2.6213 4.4995 -2.1960
H -1.4789 5.4715 -1.2945
H -2.0631 4.5103 0.7854
H -3.5877 4.9250 -0.0346
H -2.9896 2.5610 1.1409
H -4.4689 1.3608 0.0185
H -5.1769 2.9597 -0.2320
H -5.1715 1.6969 -2.2588
H -4.2035 3.1433 -2.4471
H -1.6773 1.9448 -4.5551
H -2.6758 3.2177 -3.8878
H 0.0117 2.1766 -2.8720
H -0.3045 3.7537 -3.5931
H -0.2069 3.3766 -0.9548
O 4.3457 -0.2812 0.4556
S 2.8971 -0.6511 0.3038
C 3.0704 -2.0220 -0.9266
C 4.0294 -3.0126 -0.7852
C 4.2201 -3.9419 -1.7957
C 3.4498 -3.8734 -2.9522
C 2.4987 -2.8737 -3.0976
C 2.3021 -1.9323 -2.0891
P 1.1456 -0.4856 -2.2225
C 0.0636 -1.0609 -3.5941
C -0.7301 -2.1850 -3.3431
C -1.6762 -2.6060 -4.2607
C -1.8596 -1.9068 -5.4486
C -1.0875 -0.7857 -5.7045
C -0.1333 -0.3668 -4.7835
C 2.3391 0.6544 -3.0592
C 2.9535 0.4165 -4.2884
C 3.8771 1.3121 -4.8025
C 4.2170 2.4525 -4.0814
C 3.6314 2.6884 -2.8479
C 2.6946 1.7947 -2.3453
C 2.5058 -1.7452 1.7044
C 3.4745 -1.7432 2.6968
C 3.3269 -2.5555 3.8059
C 2.2145 -3.3770 3.9189
C 1.2493 -3.3616 2.9271
C 1.3580 -2.5329 1.8082
P 0.0247 -2.5772 0.5235
C -1.4919 -2.1993 1.3729
C -1.7072 -1.7756 2.7540
C -3.0815 -2.1278 3.2742
C -4.1257 -2.3400 2.4811
C -4.0269 -2.2336 0.9974
C -2.6117 -2.0187 0.4661
C -0.0306 -4.4433 0.3148
C -1.1369 -5.1944 0.6978
C -1.1893 -6.5643 0.4609
C -0.1356 -7.2061 -0.1739
C 0.9723 -6.4644 -0.5721
C 1.0166 -5.0996 -0.3340
H 4.6254 -3.0355 0.1201
H 4.9638 -4.7230 -1.6855
H 3.5893 -4.6016 -3.7429
H 1.9002 -2.8336 -4.0003
H -0.6068 -2.7227 -2.4080
H -2.2842 -3.4747 -4.0396
H -2.6096 -2.2273 -6.1614
H -1.2319 -0.2239 -6.6202
H 0.4572 0.5168 -4.9954
H 2.7094 -0.4822 -4.8432
H 4.3446 1.1162 -5.7605
H 4.9479 3.1474 -4.4779
H 3.9066 3.5594 -2.2668
H 2.2544 1.9701 -1.3684
H 4.3211 -1.0799 2.5800
H 4.0697 -2.5291 4.5941
H 2.0892 -4.0163 4.7849
H 0.3820 -4.0077 3.0081
H -0.9383 -2.1142 3.4447
H -3.2022 -2.1734 4.3473
H -5.0939 -2.5844 2.9077
H -4.6052 -3.0215 0.5020
H -2.4527 -2.5020 -0.5049
H -1.9549 -4.6753 1.1898
H -2.0589 -7.1320 0.7747
H -0.1775 -8.2728 -0.3637
H 1.8027 -6.9492 -1.0739
H 1.8824 -4.5320 -0.6525
O 1.8593 0.4619 4.4507
H 2.0583 0.6368 3.4900
H 0.9002 0.5914 4.5018
O -3.0426 -0.5996 0.1630
O -4.4368 -0.9422 0.4851
C 3.0533 2.1391 1.7223
O 2.2776 1.0012 1.8191
H 2.4579 3.0633 1.8543
H 3.5605 2.2377 0.7431
H 3.8671 2.1747 2.4729
O -2.8586 0.1401 4.8725
S -2.0864 0.8254 3.8584
O -2.8494 1.7611 3.0394
O -1.5507 -0.2406 2.8184
O -0.8701 1.4654 4.3843
C 1.1907 3.7915 4.5937
As -0.2029 4.3352 3.4026
C -1.8571 4.4135 4.3804
C 0.1628 6.2133 3.0863
O -0.2194 3.5850 1.9226
H 1.1827 4.4311 5.4774
H 2.1326 3.8849 4.0535
H 1.0466 2.7477 4.8585
H -1.7900 5.2355 5.0949
H -2.0238 3.4631 4.8775
H -2.6611 4.5806 3.6653
H 0.2188 6.7699 4.0226
H -0.6347 6.6173 2.4627
H 1.1066 6.2928 2.5485
```

The calculation puts the total energy at -184640.1750 eV. The value obtained for the energy above the lowest of the compared OMol25 structures with the same formula, charge and spin is 51.6 kcal/mol. For the frontier orbital gap, the calculation gives 5.115 eV. Its charge is -2.

Atomic partial charges in e from the Mulliken method, atoms 1 to 99: 0.03 -1.20 -0.38 0.89 -0.60 -1.03 0.14 -1.25 0.46 0.59 0.40 0.46 -0.31 0.33 -0.05 0.09 0.33 0.57 0.33 0.47 0.67 -0.83 0.21 0.06 -0.92 1.52 -0.84 -0.45 -0.86 -0.84 -0.76 0.94 1.91 0.36 -0.56 -0.66 -0.73 -0.45 -0.92 0.33 -0.29 -0.74 -0.76 -0.93 0.01 -0.95 -0.43 -0.61 -0.91 -0.25 0.40 2.64 -1.14 -0.09 -0.43 -1.12 0.21 -1.46 0.10 -0.49 -0.67 -0.55 -0.63 -0.22 0.47 0.35 0.35 0.39 0.37 0.45 0.33 0.39 0.51 0.38 0.41 0.36 0.48 0.50 0.50 0.37 0.38 0.53 0.32 0.46 0.40 0.43 0.47 0.14 0.41 0.34 0.44 0.10 -0.73 0.31 0.32 0.36 -0.48 -0.71 0.83